# 1
{
  "formula": "C5H5N3",
  "method": "ωB97M-V/def2-TZVPD",
  "symbols": ["C", "C", "C", "N", "C", "N", "N", "C", "H", "H", "H", "H", "H"],
  "xyz": [[0.83705, 0.57396, 2.06616], [0.40129, 0.30491, 0.89182], [-0.71214, 0.99210, 0.24457], [-1.07849, 0.81295, -0.97740], [-0.70844, -0.26823, -1.68535], [-1.30816, -0.61157, -2.72992], [0.35238, -1.16795, -1.23010], [0.65439, -0.92302, 0.03160], [1.58424, 0.02158, 2.42846], [0.48423, 1.39621, 2.60858], [-1.21523, 1.70253, 1.11659], [-1.00367, -1.57822, -3.16402], [1.71254, -1.25524, 0.39901]],
  "nbo_charge": [-0.278, -0.171, 0.179, -0.438, 0.449, -0.559, -0.394, 0.096, 0.200, 0.208, 0.173, 0.363, 0.172],
  "de_lowest_ev": 2.890,
  "charge": 0,
  "homo_lumo_gap_ev": 8.4,
  "e_lumo_ev": -1.0,
  "e_tot_ev": -9732.5988,
  "homo_ev": -9.42
}

---

# 2
{
  "formula": "C6H6N2O2",
  "method": "ωB97M-V/def2-TZVPD",
  "symbols": ["O", "C", "O", "C", "C", "C", "N", "C", "C", "N", "H", "H", "H", "H", "H", "H"],
  "xyz": [[-2.98705, -0.47093, -1.61149], [-1.94477, -0.03063, -1.05506], [-1.20133, 0.75632, -1.58269], [-1.73733, -0.50706, 0.42910], [-0.61096, -0.78200, 1.16034], [0.72192, -0.44202, 0.78246], [1.03097, 0.25287, -0.39634], [2.24960, 0.60205, -0.37407], [2.83024, 0.56591, 0.96763], [1.82221, -0.06877, 1.75034], [-0.34215, 0.73466, -1.18503], [-2.57178, -1.17194, 0.89131], [-0.79091, -1.28968, 2.17116], [2.61968, 1.01229, -1.26339], [3.70663, 1.11280, 1.36918], [1.86110, -0.40736, 2.62980]],
  "nbo_charge": [-0.614, 0.760, -0.630, -0.277, -0.259, 0.274, -0.487, -0.028, -0.088, -0.487, 0.508, 0.239, 0.229, 0.211, 0.238, 0.409],
  "de_lowest_ev": 2.786,
  "charge": 0,
  "homo_lumo_gap_ev": 8.0,
  "e_lumo_ev": -0.5,
  "e_tot_ev": -13391.8402,
  "homo_ev": -8.54
}

---

# 3
{
  "formula": "C25H32BrKN5O3PS3",
  "method": "ωB97M-V/def2-TZVPD",
  "symbols": ["K", "N", "C", "S", "N", "N", "C", "C", "C", "C", "C", "C", "C", "C", "C", "C", "C", "C", "N", "H", "H", "H", "H", "H", "H", "H", "H", "H", "H", "H", "Br", "C", "C", "C", "C", "C", "N", "H", "H", "H", "H", "C", "C", "C", "O", "P", "S", "S", "O", "C", "C", "C", "H", "H", "H", "H", "H", "H", "H", "H", "H", "H", "H", "H", "H", "H", "C", "O", "H", "H", "H"],
  "xyz": [[-0.17263, -0.53893, 0.78870], [3.34400, 1.90778, 3.94368], [2.29647, 1.23556, 3.40133], [2.61384, -0.04791, 2.40750], [1.09330, 1.69401, 3.80040], [-0.02089, 1.27948, 3.18948], [-1.12391, 1.67504, 3.78382], [-1.13117, 2.10307, 5.17170], [-0.14533, 2.92509, 5.76221], [-0.02128, 2.95286, 7.11996], [-0.85162, 2.23215, 7.95986], [-1.96081, 1.59451, 7.38570], [-2.08572, 1.53006, 6.01256], [-2.40923, 1.45349, 3.06000], [-3.57912, 2.19385, 3.38533], [-4.69627, 2.06232, 2.56644], [-4.72130, 1.23949, 1.47068], [-3.52158, 0.28390, 1.27650], [-2.27200, 0.62074, 2.04936], [4.25612, 1.65959, 3.60065], [3.17051, 2.82051, 4.29688], [0.68904, 3.39989, 5.24294], [0.91945, 3.30930, 7.51757], [-0.79986, 2.15948, 9.07992], [-2.73284, 1.04258, 7.99436], [-2.96018, 0.95703, 5.62144], [-3.60746, 2.93782, 4.21353], [-5.61198, 2.73654, 2.73846], [-5.57898, 1.11339, 0.89221], [-3.77739, -0.75171, 1.53512], [-1.19098, -3.20346, -1.48312], [0.23713, -4.26286, -0.65644], [0.26216, -5.63553, -1.05625], [1.06125, -6.50443, -0.29633], [1.81609, -5.97424, 0.74178], [1.82112, -4.60000, 0.96564], [1.05975, -3.75686, 0.26545], [-0.31105, -5.93192, -1.94501], [1.01795, -7.57637, -0.47086], [2.41138, -6.56392, 1.45992], [2.45332, -4.14531, 1.67539], [3.47921, -0.78102, -3.35122], [4.00412, 0.58107, -3.76793], [4.43100, 0.48628, -5.19034], [3.01733, 1.69614, -3.65820], [1.40437, 1.61052, -3.60785], [0.75767, 3.38377, -4.19538], [0.78235, 0.93038, -1.82203], [1.11653, 0.54906, -4.79850], [-0.15198, 0.42712, -5.49328], [-0.25135, -1.06141, -5.73352], [-0.09532, 1.26569, -6.75478], [4.20682, -1.54422, -3.48035], [2.58736, -1.04233, -3.95807], [3.13063, -0.81284, -2.30025], [4.75918, 0.93400, -3.01183], [3.61505, 0.03176, -5.69252], [5.28418, -0.20346, -5.23314], [4.74080, 1.49538, -5.64168], [-0.92324, 0.78097, -4.72078], [0.58827, -1.37283, -6.39935], [-1.18534, -1.16688, -6.34261], [-0.39574, -1.64791, -4.83579], [0.88537, 1.25179, -7.32857], [-0.29103, 2.32048, -6.45604], [-0.89362, 0.97235, -7.45219], [-4.02643, -0.14678, -1.05503], [-3.01529, 0.25353, -0.11371], [-4.62838, -0.92891, -0.71213], [-3.45322, -0.51641, -1.91216], [-4.71862, 0.62863, -1.44922]],
  "mulliken_charge": [0.853, -0.405, 0.058, -0.549, -0.560, 0.296, 0.305, 0.226, -0.054, -0.537, -0.401, -0.486, -0.353, 0.150, -0.778, -0.340, -0.859, 0.097, -0.107, 0.203, 0.197, 0.332, 0.286, 0.267, 0.250, 0.259, 0.250, 0.174, 0.419, 0.148, -0.179, 0.376, -0.415, -0.309, -0.461, -0.327, -0.151, 0.335, 0.359, 0.310, 0.472, -1.231, 0.543, -1.143, -0.391, 0.153, -0.584, -0.444, -0.118, 0.425, -1.414, -1.190, 0.483, 0.150, 0.281, 0.311, 0.165, 0.422, 0.268, 0.327, 0.261, 0.477, 0.235, 0.216, 0.248, 0.414, -0.897, -0.187, 0.438, 0.186, 0.245],
  "de_lowest_ev": 0.933,
  "charge": -2,
  "homo_lumo_gap_ev": 4.1,
  "e_lumo_ev": 3.5,
  "e_tot_ev": -168200.8210,
  "homo_ev": -0.61
}

---

Question: Number 3 is which compound?
Answer: C25H32BrKN5O3PS3